No. 1
# C36H63N9O13

9 unconnected molecules or ions with the total composition C36H63N9O13 (ωB97M-V/def2-TZVPD, OMol25).

Structure (XYZ):
```
121
C36H63N9O13 | OMol25 | ωB97M-V/def2-TZVPD
C -0.94 3.93 3.92
C -1.34 2.46 3.50
C -0.50 1.97 2.26
C 0.81 1.38 2.77
C 0.69 0.36 3.89
C -0.06 0.85 5.10
N -1.30 1.65 4.73
O -2.34 1.72 5.55
C 0.67 1.70 6.18
C -0.57 -0.42 5.87
C -2.84 2.61 3.02
H -1.33 4.21 4.81
H -1.27 4.71 3.38
H 0.15 4.00 3.77
H -0.37 2.90 1.55
H -1.02 1.16 1.74
H 1.56 2.06 3.11
H 1.16 0.65 1.71
H 1.68 -0.09 4.25
H -0.04 -0.35 3.36
H 1.23 2.51 5.77
H 1.59 1.10 6.58
H 0.06 1.89 6.89
H -1.32 -0.87 5.58
H -0.94 -0.13 6.97
H 0.29 -1.06 6.10
H -2.90 1.59 2.78
H -2.86 3.13 2.08
H -3.41 3.16 3.54
N -0.61 -0.43 -0.80
O -1.37 0.13 -1.60
O 0.60 -0.18 -0.78
O -1.09 -1.13 0.11
C -2.70 3.92 -0.64
C -3.52 2.68 -0.82
C -4.99 2.83 -0.61
C -5.62 4.18 -0.07
C -4.53 5.29 0.17
C -3.15 5.16 -0.17
N -6.93 4.23 0.35
O -7.18 4.90 1.43
O -7.70 3.42 -0.20
H -1.63 3.66 -0.94
H -3.18 1.70 -1.53
H -5.64 1.99 -0.59
H -4.93 6.32 0.64
H -2.42 5.86 -0.09
C 2.72 -1.66 -4.15
C 3.43 -2.30 -5.24
C 4.92 -2.72 -5.04
C 5.50 -2.73 -3.62
C 4.56 -2.22 -2.53
C 3.15 -1.73 -2.81
N 6.90 -2.97 -3.36
O 7.66 -3.22 -4.33
O 7.17 -2.90 -2.18
H 1.81 -1.12 -4.32
H 3.06 -2.43 -6.17
H 5.37 -3.09 -5.77
H 4.95 -2.11 -1.41
H 2.23 -1.33 -2.07
C 1.48 5.21 0.03
O 0.24 5.30 0.14
N 2.03 4.18 -0.73
C 3.45 4.13 -1.05
C 1.18 3.10 -1.16
H 2.25 5.90 0.51
H 3.64 3.28 -0.24
H 3.99 5.15 -0.88
H 3.89 3.82 -2.02
H 0.58 2.79 -0.44
H 1.54 2.16 -1.55
H 0.75 3.41 -2.13
C 0.94 -3.18 1.57
O 1.55 -2.57 2.43
N 0.47 -4.37 1.96
C -0.41 -5.21 1.04
C 0.52 -5.08 3.26
H 0.82 -2.99 0.67
H -0.18 -6.25 0.91
H -0.71 -4.78 -0.06
H -1.45 -5.22 1.52
H -0.18 -5.77 3.53
H 0.60 -4.41 4.13
H 1.35 -5.77 3.26
C -2.02 -1.45 -4.70
O -2.28 -0.78 -5.80
N -1.23 -2.44 -4.60
C -0.89 -3.16 -3.37
C -0.38 -2.91 -5.83
H -2.51 -1.18 -3.82
H -0.09 -2.74 -2.62
H -0.66 -4.11 -3.59
H -1.70 -3.20 -2.74
H 0.23 -2.17 -6.06
H -0.97 -2.99 -6.82
H 0.14 -3.92 -5.58
C -4.49 -3.51 -2.82
O -3.88 -4.31 -1.99
N -4.90 -2.29 -2.38
C -5.63 -1.34 -3.21
C -4.53 -1.88 -0.89
H -5.04 -3.86 -3.69
H -5.25 -1.41 -4.25
H -5.04 -0.50 -2.93
H -6.53 -1.28 -3.12
H -5.10 -1.25 -0.45
H -3.50 -1.51 -0.95
H -4.81 -2.75 -0.22
C 4.72 0.57 -0.41
O 5.56 1.31 -0.94
N 5.05 -0.46 0.30
C 4.09 -1.20 1.15
C 6.43 -0.82 0.58
H 3.66 0.87 -0.52
H 4.28 -0.77 2.10
H 4.20 -2.25 1.33
H 3.05 -0.91 0.63
H 6.65 -2.04 0.60
H 6.67 -0.27 1.49
H 6.96 -0.65 -0.23
```

For the energy above the lowest of the compared OMol25 structures with the same formula, charge and spin, the calculation gives 0.0000 eV. The net charge is 0. Its total energy is -2879.3080 hartree.


No. 2
# C36H64F3N4O18

7 unconnected molecules or ions with the total composition C36H64F3N4O18 (ωB97M-V/def2-TZVPD, OMol25).

Structure (XYZ):
```
125
C36H64F3N4O18 | OMol25 | ωB97M-V/def2-TZVPD
N 0.01 -4.02 1.30
C 0.81 -4.59 0.36
N 0.86 -5.89 0.26
C 1.31 -6.53 -0.99
C 1.32 -5.59 -2.21
C 1.14 -4.10 -1.86
C 1.72 -3.14 -2.86
C 2.18 -1.89 -2.50
C 2.68 -1.10 -3.52
C 2.70 -1.58 -4.80
N 2.24 -2.78 -5.20
C 1.76 -3.49 -4.19
N 1.59 -3.78 -0.47
C 3.05 -4.01 -0.30
C 3.42 -4.32 1.15
C 4.90 -4.16 1.37
F 5.56 -5.12 0.69
F 5.36 -2.97 0.95
F 5.20 -4.26 2.68
H 0.08 -4.37 2.24
H -0.67 -3.32 1.07
H 0.06 -6.33 0.70
H 0.66 -7.36 -1.18
H 2.29 -6.97 -0.85
H 0.49 -5.86 -2.86
H 2.21 -5.77 -2.80
H 0.07 -3.90 -1.86
H 2.14 -1.56 -1.47
H 3.07 -0.12 -3.32
H 3.13 -0.95 -5.57
H 1.36 -4.46 -4.43
H 3.44 -4.79 -0.95
H 3.55 -3.09 -0.54
H 2.89 -3.70 1.86
H 3.23 -5.37 1.36
C 3.34 -13.51 0.03
C 2.75 -12.57 -1.00
O 2.50 -11.27 -0.44
C 3.57 -10.49 -0.30
O 4.70 -10.76 -0.61
O 3.17 -9.33 0.25
C 4.24 -8.43 0.52
H 2.71 -13.56 0.92
H 3.44 -14.52 -0.39
H 4.33 -13.18 0.35
H 1.78 -12.94 -1.33
H 3.39 -12.49 -1.88
H 4.84 -8.25 -0.37
H 4.87 -8.79 1.33
H 3.78 -7.49 0.83
C -1.35 0.02 -4.32
C -1.26 -1.42 -3.88
O -2.35 -1.77 -3.01
C -3.53 -2.00 -3.61
O -3.73 -1.94 -4.79
O -4.42 -2.28 -2.67
C -5.76 -2.46 -3.15
H -1.43 0.68 -3.46
H -0.48 0.30 -4.91
H -2.23 0.18 -4.94
H -0.35 -1.57 -3.31
H -1.22 -2.10 -4.73
H -5.79 -3.20 -3.94
H -6.17 -1.52 -3.50
H -6.35 -2.82 -2.31
C 0.06 5.81 -0.78
C 0.61 4.88 0.27
O -0.38 3.95 0.73
C -0.64 2.93 -0.07
O -0.11 2.70 -1.13
O -1.59 2.18 0.49
C -2.02 1.09 -0.32
H -0.84 6.31 -0.42
H 0.80 6.57 -1.04
H -0.21 5.27 -1.69
H 0.90 5.45 1.16
H 1.49 4.34 -0.08
H -1.17 0.48 -0.64
H -2.56 1.46 -1.19
H -2.69 0.48 0.27
C -1.52 4.73 4.48
C -2.24 5.58 3.46
O -2.73 6.80 4.04
C -1.82 7.74 4.24
O -0.65 7.67 3.94
O -2.40 8.78 4.81
C -1.51 9.85 5.15
H -2.16 4.54 5.34
H -1.23 3.78 4.04
H -0.62 5.23 4.85
H -3.11 5.06 3.09
H -1.60 5.81 2.61
H -0.93 10.16 4.28
H -0.84 9.55 5.95
H -2.13 10.68 5.49
C -8.63 4.19 -1.96
C -8.67 3.60 -3.35
O -7.35 3.45 -3.91
C -6.66 2.41 -3.47
O -7.04 1.58 -2.68
O -5.46 2.43 -4.06
C -4.59 1.40 -3.61
H -8.07 5.12 -1.96
H -9.64 4.38 -1.60
H -8.14 3.51 -1.26
H -9.19 4.28 -4.03
H -9.20 2.65 -3.38
H -5.06 0.42 -3.70
H -4.29 1.58 -2.58
H -3.71 1.41 -4.24
C 4.36 8.27 7.72
C 5.12 8.98 6.62
O 4.87 8.40 5.34
C 3.71 8.72 4.78
O 2.88 9.46 5.24
O 3.62 8.09 3.61
C 2.38 8.30 2.92
H 4.58 7.20 7.70
H 4.63 8.66 8.69
H 3.28 8.38 7.59
H 6.19 8.88 6.79
H 4.89 10.05 6.60
H 2.17 9.36 2.81
H 1.57 7.80 3.45
H 2.49 7.85 1.94
```

The net charge is +1. Its total energy is -3282.9336 hartree.


No. 3
# C36H65B2Cl18F2NO7SSi

10 unconnected molecules or ions with the total composition C36H65B2Cl18F2NO7SSi (ωB97M-V/def2-TZVPD, OMol25).

Structure (XYZ):
```
133
C36H65B2Cl18F2NO7SSi | OMol25 | ωB97M-V/def2-TZVPD
C -1.31 -3.46 0.43
C -0.04 -3.40 0.85
C 1.11 -2.87 0.02
C 1.37 -1.36 0.38
O 0.05 -0.81 0.66
S 0.17 0.73 1.04
O 1.18 0.81 2.05
O -1.06 1.27 1.53
C 0.75 1.51 -0.47
C -0.24 1.58 -1.63
F -0.20 0.46 -2.43
F 0.04 2.66 -2.43
C -1.72 1.72 -1.24
C -2.62 1.62 -2.52
Si -3.63 0.01 -2.57
C -2.57 -1.54 -2.78
C -4.71 0.13 -4.13
C -4.76 -0.20 -1.06
C -6.14 -0.10 -1.24
C -6.99 -0.24 -0.17
C -6.50 -0.46 1.09
C -5.15 -0.57 1.30
C -4.30 -0.45 0.22
C 2.14 0.84 -0.81
N 3.20 1.23 0.14
B 2.73 1.36 -2.25
O 3.72 2.33 -2.28
O 2.29 0.92 -3.47
C 2.02 -0.72 -0.87
B 3.45 -1.42 -1.14
O 4.42 -1.55 -0.17
O 3.71 -1.89 -2.42
H -2.10 -3.06 1.07
H -1.59 -3.86 -0.54
H 0.17 -3.72 1.88
H 0.94 -3.01 -1.05
H 2.00 -3.42 0.36
H 2.00 -1.38 1.26
H 0.99 2.54 -0.19
H -1.91 2.64 -0.68
H -1.96 0.84 -0.64
H -2.03 1.76 -3.43
H -3.35 2.43 -2.41
H -3.21 -2.42 -2.70
H -2.08 -1.53 -3.76
H -1.78 -1.56 -2.01
H -4.15 0.59 -4.96
H -5.63 0.69 -3.96
H -4.97 -0.88 -4.46
H -6.59 0.06 -2.21
H -8.06 -0.19 -0.34
H -7.16 -0.56 1.95
H -4.75 -0.75 2.30
H -3.24 -0.58 0.43
H 2.95 2.09 0.61
H 3.30 0.53 0.87
H 4.55 1.83 -2.32
H 1.88 0.05 -3.43
H 1.39 -1.04 -1.71
H 4.15 -2.28 0.41
H 3.09 -2.62 -2.59
Cl -1.09 -1.20 5.11
C -1.52 0.42 4.49
C -2.79 0.95 5.10
Cl -4.22 0.02 4.57
H -1.59 0.36 3.41
H -0.69 1.08 4.74
H -2.94 1.98 4.80
H -2.76 0.91 6.19
Cl -5.01 2.70 2.23
C -5.20 3.88 3.54
C -4.27 5.06 3.38
Cl -2.56 4.61 3.62
H -5.03 3.37 4.49
H -6.23 4.23 3.52
H -4.51 5.82 4.12
H -4.36 5.51 2.40
Cl -7.08 8.52 5.59
C -5.72 9.09 4.58
C -6.06 9.07 3.11
Cl -6.23 7.41 2.48
H -4.86 8.47 4.80
H -5.50 10.11 4.89
H -5.26 9.55 2.54
H -6.98 9.61 2.90
Cl 0.82 -7.09 3.09
C -0.42 -7.13 4.37
C -1.64 -6.32 4.01
Cl -1.29 -4.57 3.98
H 0.04 -6.78 5.29
H -0.70 -8.17 4.50
H -2.42 -6.47 4.75
H -2.03 -6.60 3.04
Cl 7.01 -6.13 -3.60
C 6.49 -4.60 -4.38
C 5.21 -4.07 -3.78
Cl 3.80 -5.10 -4.17
H 6.39 -4.79 -5.44
H 7.29 -3.88 -4.23
H 5.00 -3.08 -4.19
H 5.28 -3.98 -2.70
Cl -1.26 -2.93 11.04
C 0.11 -2.37 10.04
C -0.22 -2.39 8.57
Cl -0.39 -4.05 7.94
H 0.97 -2.99 10.27
H 0.33 -1.35 10.35
H 0.59 -1.92 8.01
H -1.14 -1.85 8.35
Cl -3.50 3.90 -5.27
C -1.84 3.80 -5.90
C -1.81 3.45 -7.37
Cl -2.34 1.77 -7.66
H -1.29 3.08 -5.30
H -1.38 4.78 -5.75
H -0.79 3.52 -7.74
H -2.44 4.11 -7.95
Cl 8.22 -1.36 0.15
C 8.63 0.27 -0.46
C 7.41 1.13 -0.66
Cl 6.40 0.54 -2.00
H 9.19 0.14 -1.39
H 9.29 0.73 0.28
H 7.72 2.14 -0.91
H 6.80 1.16 0.23
Cl 7.58 -1.78 -5.57
C 9.24 -1.91 -6.22
C 9.24 -2.30 -7.67
Cl 8.68 -3.97 -7.92
H 9.78 -2.64 -5.61
H 9.71 -0.94 -6.09
H 10.26 -2.24 -8.06
H 8.61 -1.63 -8.26
```

For the energy above the lowest of the compared OMol25 structures with the same formula, charge and spin, the calculation gives 0.0000 eV. The net charge is 0. As for the SMILES: C=CC[C@@H]1OS(=O)(=O)[C@H](C(F)(F)CC[Si](C)(C)c2ccccc2)[C@](N)(B(O)O)[C@H]1B(O)O.ClCCCl.ClCCCl.ClCCCl.ClCCCl.ClCCCl.ClCCCl.ClCCCl.ClCCCl.ClCCCl. Its total energy is -11212.9211 hartree.


No. 4
# C36H65Br14O2P

8 unconnected molecules or ions with the total composition C36H65Br14O2P (ωB97M-V/def2-TZVPD, OMol25).

Structure (XYZ):
```
118
C36H65Br14O2P | OMol25 | ωB97M-V/def2-TZVPD
C 4.16 -0.83 0.94
C 2.79 -0.17 1.13
C 2.25 0.53 -0.13
C 0.73 0.54 -0.22
C 0.20 1.03 -1.57
C -1.29 0.71 -1.79
C -2.14 1.93 -2.08
C -3.67 1.71 -2.04
C -4.14 0.57 -1.18
C -4.69 0.70 0.04
P -4.95 2.29 0.90
C -5.02 1.75 2.66
C -3.22 2.95 0.90
C -5.26 -0.54 0.65
O -6.30 -0.50 1.28
C -4.50 -1.82 0.42
C -4.49 -2.85 1.51
C -5.90 -3.32 1.93
C -3.70 -2.31 2.72
C -3.27 -3.41 3.69
C -3.90 -1.93 -0.79
C -3.17 -3.15 -1.27
C -1.84 -2.88 -1.98
C -4.06 -0.80 -1.75
O -4.14 -1.01 -2.95
H 4.21 -1.35 -0.02
H 4.96 -0.10 1.03
H 4.32 -1.56 1.73
H 2.84 0.56 1.94
H 2.06 -0.93 1.42
H 2.64 0.01 -1.02
H 2.61 1.56 -0.16
H 0.30 1.16 0.57
H 0.37 -0.48 -0.05
H 0.79 0.61 -2.38
H 0.33 2.11 -1.62
H -1.66 0.17 -0.91
H -1.36 0.05 -2.66
H -1.87 2.76 -1.42
H -1.89 2.27 -3.09
H -4.06 1.54 -3.05
H -4.16 2.62 -1.67
H -4.32 0.94 2.87
H -6.02 1.40 2.88
H -4.76 2.61 3.28
H -3.02 3.35 1.90
H -3.11 3.74 0.16
H -2.49 2.16 0.72
H -3.97 -3.75 1.18
H -6.37 -2.59 2.60
H -5.86 -4.29 2.41
H -6.56 -3.38 1.06
H -4.30 -1.56 3.23
H -2.80 -1.82 2.35
H -3.96 -4.26 3.67
H -2.29 -3.80 3.41
H -3.22 -3.05 4.72
H -2.98 -3.81 -0.43
H -3.83 -3.70 -1.96
H -1.49 -3.80 -2.44
H -1.08 -2.60 -1.24
H -1.90 -2.09 -2.71
Br 0.59 4.09 -4.07
C 0.30 3.67 -5.95
C -1.10 3.16 -6.21
Br -1.33 1.33 -5.59
H 1.05 2.95 -6.23
H 0.46 4.60 -6.49
H -1.29 3.14 -7.28
H -1.86 3.76 -5.71
Br 7.75 -0.35 2.06
C 7.81 1.53 2.51
C 7.23 1.80 3.87
Br 5.29 1.66 3.87
H 7.27 2.06 1.72
H 8.86 1.82 2.48
H 7.46 2.82 4.19
H 7.59 1.10 4.62
Br 5.00 4.82 6.60
C 5.60 3.20 7.47
C 6.86 3.42 8.26
Br 8.42 3.60 7.11
H 5.73 2.46 6.68
H 4.79 2.89 8.12
H 7.07 2.57 8.90
H 6.82 4.33 8.86
Br 5.94 7.13 10.06
C 5.25 8.76 9.27
C 5.03 8.63 7.78
Br 6.70 8.66 6.79
H 5.97 9.55 9.50
H 4.31 8.96 9.77
H 4.45 9.47 7.41
H 4.53 7.70 7.53
Br 1.48 -1.88 -3.62
C 0.40 -1.92 -5.23
C 0.85 -2.96 -6.22
Br 2.47 -2.43 -7.15
H 0.42 -0.91 -5.63
H -0.61 -2.15 -4.89
H 0.09 -3.10 -6.99
H 1.07 -3.91 -5.74
Br -0.71 -6.03 -3.90
C 0.69 -6.97 -4.87
C 1.75 -7.48 -3.93
Br 2.86 -6.03 -3.25
H 1.08 -6.27 -5.59
H 0.20 -7.79 -5.39
H 2.42 -8.15 -4.47
H 1.34 -7.99 -3.07
Br -2.96 -4.72 -7.41
C -3.50 -4.32 -5.58
C -4.41 -3.13 -5.50
Br -3.46 -1.46 -5.80
H -2.58 -4.16 -5.02
H -3.99 -5.21 -5.21
H -4.83 -3.05 -4.50
H -5.21 -3.16 -6.23
```

The net charge is 0. As for the SMILES: CCCCCCCCC1=C(P(C)C)C(=O)C([C@H](C)CC)=C(CC)C1=O.BrCCBr.BrCCBr.BrCCBr.BrCCBr.BrCCBr.BrCCBr.BrCCBr. Its total energy is -37938.7557 hartree.